Entry from the Open Molecules 2025 dataset: a molecular structure, C31H31ClF6MoN2P2S2 (ωB97M-V/def2-TZVPD).

orbital gap (spin up / spin down)	5.2 / 2.6	eV
total charge	+3
spin multiplicity	2

```
76
C31H31ClF6MoN2P2S2, DFT ωB97M-V/def2-TZVPD
C -3.212 4.890 0.400
H 6.245 1.384 -2.580
H -1.212 5.009 -2.355
H -2.847 3.464 -3.750
H -3.859 0.486 2.757
H 3.890 0.711 -2.282
C 0.399 -3.442 3.343
H -3.493 6.501 1.770
H 4.041 -2.864 -0.569
C -4.194 0.712 1.755
H -0.748 -5.216 3.644
C 6.920 -0.605 -3.023
H -5.914 -0.552 1.904
H -6.807 0.090 -0.298
C 0.875 -5.066 5.044
P -2.862 -1.633 -1.959
H 2.673 -2.801 -2.800
C -5.158 1.350 -0.789
F -2.876 -0.870 -0.392
H -1.847 7.970 0.659
C -3.542 2.921 -3.106
F -2.231 0.031 -2.390
N 2.414 -1.679 -1.082
H -0.219 -3.086 2.531
H 0.932 -0.668 3.299
C 4.259 -1.367 -2.676
F -3.345 -2.960 -1.331
C 1.771 -1.347 3.106
S 0.639 0.223 -1.621
C -5.368 0.144 1.287
F -1.298 -1.919 -1.590
H 7.285 -2.680 -3.458
C -1.699 5.332 -1.445
C -2.971 6.160 0.888
C 4.638 -0.030 -2.524
C 1.967 -4.307 5.468
H 2.584 -4.655 6.281
P -2.832 2.815 -1.440
H 4.941 -3.347 -3.175
Mo -1.402 0.963 -0.489
C 1.440 -0.907 -0.618
C -3.467 1.601 0.954
F -2.662 -2.065 -3.428
H 7.954 -0.318 -3.138
H -3.700 1.924 -3.523
C 2.811 -1.764 -2.476
N 1.957 -1.441 1.672
C 2.271 -3.113 4.837
C 1.485 -2.670 3.773
C -2.075 7.002 0.238
C 1.077 -0.985 0.790
S -0.487 -0.545 1.301
H -3.919 4.246 0.900
H 3.654 -2.615 1.920
C 6.546 -1.937 -3.194
Cl -0.240 2.638 0.495
H 2.682 -0.914 3.527
C -1.466 6.598 -0.946
C 3.066 -2.591 -0.158
C 0.097 -4.633 3.972
C 3.243 -1.911 1.193
H -2.745 2.259 1.445
H -0.803 7.266 -1.473
C -3.961 1.912 -0.347
H 3.931 -1.058 1.111
C 5.961 0.349 -2.697
H 3.113 -2.529 5.177
H 2.159 -1.117 -3.068
H -5.551 1.601 -1.762
C 5.220 -2.315 -3.022
F -4.282 -0.986 -2.169
H -4.486 3.468 -3.066
H 2.462 -3.501 -0.054
C -2.578 4.475 -0.773
C -5.867 0.494 0.039
H 0.623 -5.982 5.556
```

Mulliken atomic charges, in units of e:
1. C -0.131
2. H 0.432
3. H 0.378
4. H 0.451
5. H 0.537
6. H 0.430
7. C 0.035
8. H 0.438
9. H 0.496
10. C -0.998
11. H 0.486
12. C -0.466
13. H 0.480
14. H 0.488
15. C -0.411
16. P 1.370
17. H 0.444
18. C -1.218
19. F -0.379
20. H 0.433
21. C -1.436
22. F -0.504
23. N 0.290
24. H 0.377
25. H 0.496
26. C 0.501
27. F -0.323
28. C -1.655
29. S 0.096
30. C -0.720
31. F -0.210
32. H 0.416
33. C -0.531
34. C -0.821
35. C -0.254
36. C -0.671
37. H 0.455
38. P 1.230
39. H 0.436
40. Mo 0.005
41. C 0.674
42. C -0.277
43. F -0.309
44. H 0.420
45. H 0.441
46. C -1.279
47. N 0.457
48. C -0.119
49. C 0.950
50. C -0.513
51. C 0.250
52. S -0.047
53. H 0.438
54. H 0.478
55. C -0.637
56. Cl -0.223
57. H 0.536
58. C -0.767
59. C -0.750
60. C -0.651
61. C -0.682
62. H 0.609
63. H 0.429
64. C 1.113
65. H 0.334
66. C -0.728
67. H 0.479
68. H 0.494
69. H 0.478
70. C -0.319
71. F -0.298
72. H 0.500
73. H 0.306
74. C 0.852
75. C -0.579
76. H 0.470

Entry from the Open Molecules 2025 dataset: a molecular structure, C31H32BIrN5O2PS6Sb (ωB97M-V/def2-TZVPD).

orbital gap (spin up / spin down)	3.5 / 3.4	eV
total charge	-2
spin multiplicity	2
relative energy (zero: lowest compared OMol25 entry of this formula, charge and spin)	2.917	eV

```
80
C31H32BIrN5O2PS6Sb, DFT ωB97M-V/def2-TZVPD
H 4.669 -0.960 0.530
C -4.074 3.336 0.201
H -2.001 -5.572 0.575
H -1.885 -4.125 3.282
H -0.422 -3.792 -0.233
H 1.145 3.656 0.397
C -1.599 0.490 3.265
H 1.297 0.228 -2.564
C -3.529 4.652 -1.736
H -2.834 1.351 -2.870
H 2.978 -3.664 4.584
H -1.263 0.962 2.341
H 0.433 -4.713 1.944
H 2.579 4.224 -4.299
C -2.889 2.624 0.048
C -2.028 2.918 -1.001
H 0.980 -1.394 -4.393
C -2.358 -4.560 0.441
H -1.051 0.944 4.090
C 3.189 -3.352 3.579
P -0.490 1.968 -1.164
S 5.549 3.777 -1.387
H 5.237 -2.507 3.478
C -1.995 0.754 -3.204
H -2.671 0.632 3.408
C -0.099 -1.453 2.952
N -1.335 -0.932 3.208
N 2.242 -3.462 2.586
N -0.236 -2.800 2.964
S 2.941 0.556 -0.384
H -5.314 4.905 -0.573
C -1.101 -0.930 -4.667
N -1.859 -2.328 -0.175
H -3.771 5.451 -2.425
Sb 5.764 2.869 0.750
S 1.994 -2.799 -0.094
H -3.283 -1.770 3.591
H -3.337 -0.922 -0.066
H 2.990 5.199 -0.155
C 2.457 4.694 -0.949
H 4.999 -2.570 -0.136
Ir 1.054 -0.616 0.158
C 2.872 4.835 -2.260
C -2.168 -0.150 -4.245
H 0.721 2.702 -3.766
C -1.551 -3.103 3.236
N 4.030 -2.578 1.716
C 0.142 -0.795 -4.063
C -2.242 -1.953 3.394
C 2.230 4.136 -3.278
H -1.238 -1.642 -5.472
C -1.466 -3.612 -0.017
C 4.973 -1.974 0.775
B 0.813 -3.985 2.839
C 4.299 -2.799 3.043
C -3.132 -1.968 0.104
C -3.670 -4.216 0.714
H -2.612 1.840 0.741
H -4.375 -4.954 1.073
C 0.792 3.106 -1.647
O -0.252 1.265 0.147
C -4.394 4.346 -0.693
C -2.346 3.942 -1.887
C 2.770 -2.958 1.454
O -1.043 -1.439 -0.643
H 0.834 -4.558 3.913
S 3.338 1.826 1.192
S 1.265 -0.459 2.684
H 3.732 5.449 -2.488
H -3.137 -0.246 -4.721
H -5.064 -2.570 0.735
S 7.129 0.977 0.630
C -4.052 -2.896 0.536
C 1.418 3.830 -0.634
C 1.190 3.278 -2.978
H -4.743 3.104 1.021
C 0.322 0.110 -3.028
H -1.656 4.190 -2.686
C -0.755 0.881 -2.585
H 5.951 -1.931 1.244
```

Mulliken atomic charges, in units of e:
1. H 0.128
2. C -0.676
3. H 0.444
4. H 0.629
5. H 0.373
6. H 0.316
7. C -0.759
8. H 0.367
9. C -0.681
10. H 0.317
11. H 0.466
12. H 0.112
13. H -0.127
14. H 0.358
15. C -0.065
16. C -0.272
17. H 0.441
18. C -0.847
19. H 0.299
20. C -0.471
21. P 1.413
22. S -0.762
23. H 0.443
24. C -0.620
25. H 0.300
26. C -0.545
27. N 0.400
28. N 0.108
29. N 0.635
30. S -0.434
31. H 0.358
32. C -0.583
33. N 0.222
34. H 0.396
35. Sb 0.214
36. S -0.529
37. H 0.464
38. H 0.501
39. H 0.366
40. C -0.721
41. H 0.249
42. Ir 1.350
43. C -0.586
44. C -0.684
45. H 0.344
46. C -0.940
47. N 0.348
48. C -0.973
49. C -0.584
50. C -0.734
51. H 0.344
52. C -0.021
53. C -0.528
54. B 0.108
55. C -0.424
56. C -0.184
57. C -0.219
58. H 0.031
59. H 0.355
60. C 0.922
61. O -0.129
62. C -0.452
63. C -0.310
64. C -0.218
65. O -0.330
66. H -0.233
67. S -0.378
68. S -0.248
69. H 0.583
70. H 0.371
71. H 0.429
72. S -0.828
73. C -0.846
74. C -0.603
75. C -0.426
76. H 0.410
77. C 0.015
78. H 0.428
79. C 0.299
80. H 0.315

Entry from the Open Molecules 2025 dataset: a molecular structure, C31H32BaN7O2S (ωB97M-V/def2-TZVPD).

orbital gap	6.6	eV
total charge	+1
relative energy (zero: lowest compared OMol25 entry of this formula, charge and spin)	1.082	eV

```
74
C31H32BaN7O2S, DFT ωB97M-V/def2-TZVPD
H -3.166 3.489 3.130
C -0.401 -4.361 1.106
C 1.626 -2.868 -0.212
S 3.974 0.690 -0.824
H -3.221 -2.499 2.983
H -3.033 2.380 -3.122
H -1.252 -6.129 1.863
C -1.317 -5.048 1.827
C 4.084 -3.833 -1.146
H 3.708 -0.075 -3.645
C -2.124 1.829 -2.885
C 3.826 -3.768 0.221
H 1.110 -0.365 2.390
H 3.614 0.953 2.167
H -2.876 -1.997 -4.069
N -2.204 0.546 -3.578
H 0.030 5.463 -4.872
H 5.029 -4.219 -1.506
C -1.804 3.946 1.527
C 1.358 2.928 -3.091
C -0.431 -2.921 0.981
H -3.081 -4.968 3.112
C 2.835 0.508 2.781
C -1.522 -2.257 1.704
H -1.307 -1.790 -4.857
C -1.037 3.815 -4.000
H 7.874 -1.772 -1.703
Ba 0.664 0.143 -0.550
H 7.381 -2.279 -4.106
C -2.276 1.729 2.314
N -1.773 -0.941 1.805
C 6.981 -1.434 -2.206
C 0.102 4.551 -4.294
H -0.386 4.011 -0.082
H 2.238 4.643 -4.031
N -0.725 2.071 0.511
H 5.236 -1.382 -5.065
C 1.894 -2.926 -1.580
H 6.337 -0.513 -0.488
C 4.938 -0.185 -1.894
C -1.813 -1.833 -3.891
H -1.944 5.016 1.568
H -2.011 4.140 -4.342
N 6.120 -0.700 -1.458
H -2.777 1.029 2.965
C -2.481 3.088 2.393
C -2.368 -4.395 2.536
H -2.800 0.467 -4.385
N 0.445 -2.253 0.262
C -0.911 2.654 -3.255
C 5.490 -1.190 -4.031
H 3.295 -3.478 -3.104
H 2.297 2.544 -2.701
N -1.065 -0.105 1.132
O 1.803 0.082 1.890
H -2.117 1.639 -1.811
H 2.461 1.249 3.489
O -0.850 -0.508 -2.144
C 6.697 -1.700 -3.506
C 4.637 -0.463 -3.254
H 3.256 -0.340 3.323
H 0.376 -4.895 0.575
C 1.325 4.101 -3.832
C 2.613 -3.291 0.684
H -1.411 -2.661 -3.315
N 0.269 2.216 -2.803
C -1.586 -0.555 -3.138
C -2.446 -3.049 2.465
C 3.113 -3.415 -2.039
H 4.575 -4.098 0.930
C -1.386 1.253 1.348
H 1.126 -2.619 -2.283
H 2.413 -3.232 1.747
C -0.939 3.388 0.612
```

Mulliken atomic charges, in units of e:
1. H 0.420
2. C -0.881
3. C -0.469
4. S -0.441
5. H 0.464
6. H 0.542
7. H 0.408
8. C -0.550
9. C -0.513
10. H 0.362
11. C -0.684
12. C -0.918
13. H 0.065
14. H 0.200
15. H 0.441
16. N -0.112
17. H 0.418
18. H 0.477
19. C -0.720
20. C -0.252
21. C 0.139
22. H 0.381
23. C -0.823
24. C -0.058
25. H 0.346
26. C -0.785
27. H 0.406
28. Ba 1.686
29. H 0.437
30. C -0.634
31. N -1.196
32. C -0.391
33. C -0.411
34. H 0.425
35. H 0.458
36. N 0.106
37. H 0.423
38. C 0.095
39. H 0.229
40. C 0.490
41. C -1.517
42. H 0.425
43. H 0.419
44. N 0.018
45. H 0.484
46. C -0.467
47. C -0.910
48. H 0.260
49. N 0.668
50. C 0.619
51. C -0.289
52. H 0.477
53. H 0.308
54. N 1.175
55. O 0.006
56. H -0.155
57. H 0.291
58. O -0.135
59. C -0.565
60. C -0.578
61. H 0.290
62. H 0.382
63. C -0.809
64. C 0.022
65. H 0.290
66. N 0.386
67. C 0.309
68. C -0.298
69. C -0.594
70. H 0.400
71. C 0.298
72. H 0.303
73. H 0.549
74. C -0.642

no.,strongest force on any atom (eV Å⁻¹),calculated total energy (eV)
1,3.0,-106540.383
2,0.8,-128568.903
3,4.3,-58718.423